Molecular formula: C35H97N3O21
Method: DFT, the ωB97M-V functional and the def2-TZVPD basis

```
156
C35H97N3O21, DFT the ωB97M-V functional and the def2-TZVPD basis
C 6.6056 3.4334 -1.9039
C 5.6478 2.4233 -1.2024
O 4.2980 2.6480 -1.5558
C 3.5852 3.6711 -0.9419
O 3.9709 4.5093 -0.1076
O 2.2774 3.4382 -1.4081
C 1.2499 4.2585 -0.9292
H 7.6520 3.1529 -1.7835
H 6.4416 4.4588 -1.5725
H 6.3349 3.4772 -2.9588
H 5.7488 2.5114 -0.1206
H 5.8850 1.4222 -1.5622
H 1.3917 4.4563 0.1333
H 0.2417 3.9688 -1.2253
H 1.3413 5.2590 -1.3520
C 0.5689 -3.2402 -0.2505
C 1.6801 -2.1451 -0.3528
O 1.2128 -0.8987 0.1599
C 0.7482 0.0068 -0.6771
O 0.7468 -0.0462 -1.9372
O 0.3085 0.9954 0.0396
C -0.1829 2.1718 -0.6282
H -0.3462 -2.8660 -0.7095
H 0.4453 -3.5936 0.7731
H 0.7926 -4.0846 -0.9025
H 1.9558 -2.0680 -1.4045
H 2.5772 -2.4338 0.1948
H 0.5773 2.7897 -1.1061
H -0.5388 2.8091 0.1812
H -0.9107 1.9368 -1.4049
C -8.7440 -3.7499 -4.1662
O -7.3803 -3.5087 -4.3965
C -6.6583 -3.0977 -3.1967
C -5.1117 -3.0892 -3.5603
N -4.4351 -2.4918 -2.4248
C -2.9838 -2.4424 -2.6180
C -2.3222 -1.8761 -1.3937
O -2.3095 -0.4720 -1.2528
C -1.5387 -0.0736 -0.1313
H -9.1910 -2.7904 -3.9063
H -8.9239 -4.4733 -3.3709
H -9.2391 -4.0699 -5.0831
H -6.8263 -3.7491 -2.3390
H -7.0683 -2.1260 -2.9211
H -5.0340 -2.4225 -4.4192
H -4.7698 -4.0887 -3.8292
H -4.7114 -2.9113 -1.5486
H -2.7035 -1.8281 -3.4736
H -2.6814 -3.4896 -2.6301
H -1.2829 -2.2037 -1.4212
H -2.8353 -2.3312 -0.5466
H -1.6864 -0.6226 0.7987
H -1.8153 0.9581 0.0861
H -0.5006 -0.0437 -0.4622
C 3.6887 -0.5803 -1.2240
O 3.5187 -0.5067 0.1426
C 3.0485 0.8013 0.6340
C 2.8428 0.6534 2.1506
N 2.5866 1.9499 2.8884
C 3.7152 2.8297 2.9804
C 4.5809 2.4434 4.2250
O 3.8523 2.1942 5.4191
C 4.3489 1.0978 6.2521
H 4.4939 0.1080 -1.4809
H 2.8791 -0.4752 -1.9462
H 4.1419 -1.5478 -1.4400
H 2.0771 0.9305 0.1568
H 3.8222 1.5319 0.3977
H 3.7458 0.2900 2.6412
H 2.0438 -0.0614 2.3471
H 2.3321 1.7060 3.8349
H 3.2877 3.8321 3.0011
H 4.2704 2.8029 2.0428
H 5.2933 3.2590 4.3491
H 5.1969 1.6016 3.9088
H 4.8242 0.3547 5.6118
H 3.5858 0.5459 6.8010
H 5.0903 1.5813 6.8882
C -6.1909 1.7053 1.0254
O -5.8189 2.8119 0.2956
C -5.6897 4.0530 0.9843
C -4.9592 5.0395 0.0499
N -3.7474 4.4111 -0.4587
C -2.6823 4.4063 0.5236
C -1.6040 3.4072 0.0843
O -1.8813 1.9396 0.1152
C -2.2031 1.3586 1.3932
H -7.1956 1.9784 1.3481
H -5.5359 1.5170 1.8760
H -6.1581 0.8249 0.3836
H -5.1963 4.0529 1.9562
H -6.6654 4.4990 1.1777
H -4.7770 6.0327 0.4605
H -5.6126 5.2482 -0.7972
H -3.9843 3.4582 -0.6953
H -2.9889 4.0003 1.4877
H -2.4094 5.4578 0.6132
H -0.7826 3.5890 0.7774
H -1.1844 3.6748 -0.8855
H -1.3234 1.4202 2.0339
H -2.6144 0.3659 1.2101
H -2.9581 1.9154 1.9482
C -1.0191 -0.2597 2.1097
O -0.6116 0.8211 2.9482
H -0.1854 -0.9584 2.0403
H -1.8261 -0.7571 2.6477
H -1.2992 0.1625 1.1446
H -0.0818 1.3967 2.3918
C 0.1434 -1.9820 -3.3350
O 0.6708 -3.2330 -3.6734
H 0.8729 -1.3913 -2.7809
H -0.0917 -1.4023 -4.2276
H -0.7764 -2.0864 -2.7597
H 0.0077 -3.7235 -4.1648
C 2.4486 -4.9775 -0.1608
O 1.6149 -4.6033 0.9291
H 2.6256 -4.1460 -0.8430
H 3.4276 -5.2896 0.2029
H 1.9726 -5.8081 -0.6820
H 1.3121 -5.3772 1.4096
C 1.3082 1.7352 -3.1880
O 0.8386 2.5516 -4.2502
H 1.6437 0.8293 -3.6928
H 2.1896 2.1683 -2.7151
H 0.5015 1.4377 -2.5180
H 0.7195 3.4459 -3.9221
C 2.8994 -3.1005 -2.6564
O 3.9614 -2.9229 -1.7264
H 2.3342 -2.1698 -2.7061
H 3.2950 -3.2219 -3.6648
H 2.1660 -3.8573 -2.3781
H 4.4782 -3.7162 -1.8850
C 2.8160 -2.4986 2.2013
O 2.2806 -3.7189 2.6179
H 3.1929 -1.8621 3.0019
H 3.6042 -2.6442 1.4627
H 2.0398 -1.9355 1.6831
H 2.1479 -4.1862 1.7898
C -2.2189 -3.3150 1.0822
O -2.1711 -4.4053 2.0150
H -1.5995 -3.4324 0.1930
H -3.2368 -3.2893 0.6933
H -2.0490 -2.3441 1.5476
H -2.6245 -5.1808 1.6762
C -0.1948 -2.8040 2.9187
O 0.7020 -3.3300 3.8512
H -0.8858 -3.5623 2.5505
H -0.8514 -2.0189 3.2937
H 0.3630 -2.4643 2.0459
H 1.4616 -3.3185 3.2642
C 0.6696 3.1374 1.8697
O 0.8141 1.7300 1.7399
H -0.1810 3.4550 2.4728
H 1.5533 3.5475 2.3583
H 0.5439 3.5012 0.8499
H 1.6259 1.4371 2.1602
```

## Properties
E ... -85275.30277 eV
Kohn-Sham gap ... 7.531 eV
Lowest unoccupied orbital energy ... 0.2 eV